Entry 1:
Below is C30H42BrClMoN2P2 as an isolated structure in a non-equilibrium geometry, with properties calculated with wB97M-V/def2-TZVPD.

Geometry (Å):
Mo  -0.227  -0.641  1.617
Br  0.742  0.234  3.899
Cl  -3.203  3.786  3.494
P  -2.001  -3.134  -0.789
P  2.104  -1.318  1.243
N  -0.692  7.496  -5.636
N  -2.063  0.166  2.396
C  -0.230  -3.595  -0.819
C  -0.284  1.772  -0.838
C  2.193  -2.926  2.128
C  -2.998  2.085  3.486
C  1.382  2.361  1.439
C  0.005  -5.031  -1.302
C  -2.416  -1.668  -3.113
C  1.340  3.211  0.325
C  -2.468  -2.826  0.944
C  4.866  -0.913  1.829
C  3.237  -3.954  1.679
C  -3.142  -0.060  4.523
C  -0.909  6.239  -5.994
C  -2.481  -0.614  3.433
C  -2.050  -1.492  -1.627
C  -0.866  5.181  -5.071
C  -0.442  7.818  -4.369
C  3.474  -0.281  1.870
C  -0.225  4.462  -2.765
C  0.480  2.940  -0.757
C  -0.344  0.966  0.307
C  3.158  -0.383  -1.264
C  -3.804  -3.526  1.251
C  0.203  3.849  -1.795
C  -2.390  1.491  2.377
C  -3.357  1.316  4.593
C  -0.379  6.839  -3.366
C  0.549  1.264  1.400
C  -0.518  5.483  -3.737
C  2.461  -1.532  -0.536
H  -2.751  -0.714  -3.539
H  -1.231  0.233  0.356
H  3.142  -0.610  -2.336
H  -3.977  -3.573  2.329
H  0.242  -2.900  -1.529
H  5.020  -1.672  2.606
H  -3.832  -4.548  0.856
H  -1.546  -1.999  -3.697
H  -0.264  -5.766  -0.534
H  -3.227  -2.399  -3.238
H  2.625  0.570  -1.117
H  2.984  -4.425  0.718
H  0.216  -3.427  0.181
H  3.457  0.631  1.260
H  1.186  -3.382  2.077
H  3.256  -4.761  2.428
H  -4.635  -2.968  0.804
H  -2.806  -0.878  -1.108
H  4.253  -3.546  1.617
H  -2.582  -1.729  1.072
H  -0.280  8.869  -4.136
H  -0.171  7.126  -2.335
H  1.484  -1.694  -1.022
H  -1.055  4.160  -5.409
H  1.067  -5.177  -1.539
H  3.222  0.040  2.890
H  -3.432  -0.730  5.327
H  2.042  2.567  2.290
H  -2.043  2.096  1.543
H  -1.118  6.052  -7.052
H  5.610  -0.125  2.012
H  1.956  4.111  0.298
H  -2.196  -1.674  3.366
H  2.360  -2.655  3.183
H  -0.933  1.544  -1.690
H  3.010  -2.481  -0.646
H  5.104  -1.360  0.855
H  -1.073  -0.985  -1.519
H  -1.665  -3.189  1.612
H  -3.759  1.804  5.480
H  4.208  -0.261  -0.961
H  -0.576  -5.241  -2.207

Properties
spin multiplicity = 3
net charge = +4
LUMO (spin up / spin down) = -14.9 / -14.8 eV
HOMO (spin up / spin down) = -18.39 / -18.35 eV
energy above the lowest of the compared OMol25 structures with the same formula, charge and spin = 0.000 eV
<S²> = 2.050
gap between HOMO and LUMO (spin up / spin down) = 3.482 / 3.521 eV

Entry 2:
Below is a 2-piece molecular cluster, C2H9O2 overall, with properties calculated with wB97M-V/def2-TZVPD.

Geometry (Å):
O  2.261  -0.617  0.489
O  0.408  0.933  -0.339
C  -0.889  0.240  -0.674
C  -1.554  -0.209  0.592
H  -1.472  0.982  -1.222
H  -2.269  -0.984  0.326
H  2.134  -1.455  0.026
H  -0.628  -0.553  -1.368
H  0.762  1.683  -0.845
H  1.081  0.390  0.199
H  3.196  -0.375  0.412
H  -0.882  -0.623  1.354
H  -2.147  0.586  1.050

Properties
spin multiplicity = 1
net charge = +1
LUMO = -3.8 eV
HOMO = -17.02 eV
energy above the lowest of the compared OMol25 structures with the same formula, charge and spin = 0.196 eV
gap between HOMO and LUMO = 13.271 eV

Entry 3:
Below is a 4-piece molecular cluster, C26H40F3N4O2P2 overall, with properties calculated with wB97M-V/def2-TZVPD.

Geometry (Å):
P  0.374  1.403  -1.467
P  -1.061  3.013  -2.097
F  2.427  -2.567  2.469
F  -4.136  0.660  3.433
F  -0.742  -1.568  -8.821
O  0.390  0.453  -2.722
O  2.807  1.268  -0.474
N  -1.988  2.647  -3.291
N  -2.175  0.626  -1.125
N  -1.603  -1.284  0.361
N  -2.187  0.908  1.175
C  -6.187  3.623  3.671
C  -4.499  1.959  3.627
C  -0.110  -4.539  -6.880
C  -3.905  4.192  4.164
C  -5.825  2.298  3.473
C  0.947  -2.068  4.229
C  3.952  1.907  0.122
C  -0.397  -2.665  -5.411
C  4.875  0.862  0.704
C  2.179  -2.515  3.804
C  -1.555  0.158  0.109
C  4.321  0.152  1.939
C  1.695  -1.587  -2.144
C  1.538  -0.393  -3.062
C  -5.232  4.569  4.015
C  -0.309  -3.716  -7.979
C  1.995  2.161  -1.180
C  -0.597  -1.825  -6.497
C  2.905  -2.857  6.038
C  -3.525  2.871  3.969
C  -0.153  -4.018  -5.594
C  -0.045  0.577  0.066
C  1.674  -2.410  6.499
C  3.168  -2.916  4.677
C  -0.548  -2.374  -7.762
C  0.698  -2.019  5.593
H  2.121  -1.329  -1.175
H  -0.443  -2.256  -4.408
H  -6.551  1.542  3.208
H  -7.223  3.913  3.561
H  0.079  -5.592  -7.032
H  0.202  -1.786  3.498
H  -2.057  -0.006  -1.908
H  -0.267  -1.681  5.948
H  -3.160  4.926  4.438
H  -0.284  -4.100  -8.989
H  1.773  3.071  -0.597
H  -1.303  -1.807  -0.456
H  0.156  1.315  0.849
H  -2.499  2.551  4.090
H  2.381  -2.285  -2.628
H  2.446  0.209  -3.095
H  -1.606  3.292  -0.839
H  5.078  0.131  -0.084
H  5.104  -0.443  2.407
H  3.936  0.878  2.655
H  1.330  -0.730  -4.077
H  2.447  2.469  -2.131
H  -5.523  5.598  4.172
H  0.744  -2.108  -2.021
H  -0.792  -0.768  -6.377
H  -2.570  -1.555  0.511
H  -1.710  0.684  2.042
H  -3.138  0.584  1.320
H  3.583  2.572  0.913
H  5.809  1.374  0.950
H  1.476  -2.372  7.561
H  0.002  -4.666  -4.742
H  3.532  -0.539  1.645
H  4.117  -3.267  4.295
H  0.628  -0.260  0.251
H  4.451  2.500  -0.649
H  -0.143  4.052  -2.337
H  -3.158  0.842  -1.033
H  -1.798  3.223  -4.103
H  3.667  -3.165  6.740

Properties
spin multiplicity = 1
net charge = +1
LUMO = -2.3 eV
HOMO = -11.22 eV
gap between HOMO and LUMO = 8.925 eV

- Which value of spin multiplicity does entry 3 give?
  1